(1)
{"formula": "C13H19BrClNO2", "method": "the ωB97M-V functional and the def2-TZVPD basis", "elements": ["C", "O", "C", "C", "C", "N", "C", "C", "C", "O", "C", "C", "C", "C", "Cl", "C", "C", "Br", "H", "H", "H", "H", "H", "H", "H", "H", "H", "H", "H", "H", "H", "H", "H", "H", "H", "H", "H"], "positions_angstrom": [[0.63361, 3.80335, -2.13392], [1.91153, 3.45662, -1.66967], [2.08275, 2.06650, -1.50936], [3.52652, 1.80654, -1.08983], [3.85654, 0.31114, -0.90183], [3.75389, -0.20861, 0.44528], [2.43753, -0.14815, 1.04449], [2.37245, -1.07508, 2.25983], [1.02274, -1.01374, 2.98004], [-0.04951, -1.36751, 2.12739], [-0.65285, -0.45066, 1.34015], [-0.69027, 0.92709, 1.53903], [-1.38190, 1.75384, 0.67090], [-2.05316, 1.21671, -0.41460], [-2.90383, 2.25161, -1.50711], [-2.04753, -0.15263, -0.63429], [-1.35258, -0.96247, 0.23946], [-1.30980, -2.83453, -0.03283], [0.61481, 4.88804, -2.21652], [-0.14644, 3.47378, -1.43698], [0.43192, 3.35804, -3.11632], [1.36835, 1.68845, -0.76080], [1.87202, 1.54952, -2.45990], [3.72775, 2.35070, -0.16472], [4.16955, 2.23159, -1.86119], [3.19985, -0.29049, -1.53736], [4.88577, 0.12977, -1.22017], [4.43087, 0.24833, 1.04819], [2.14719, 0.87339, 1.34622], [1.72648, -0.49396, 0.28907], [2.55930, -2.09539, 1.92490], [3.15194, -0.80245, 2.97321], [0.99998, -1.76030, 3.77859], [0.86784, -0.02675, 3.42623], [-0.18347, 1.37336, 2.37950], [-1.39996, 2.81799, 0.84570], [-2.57039, -0.57998, -1.47488]], "nbo_charge": [-0.244, -0.542, -0.057, -0.442, -0.213, -0.621, -0.225, -0.423, -0.058, -0.510, 0.357, -0.301, -0.210, -0.063, 0.009, -0.237, -0.145, 0.081, 0.192, 0.163, 0.164, 0.163, 0.158, 0.202, 0.214, 0.187, 0.202, 0.349, 0.161, 0.194, 0.219, 0.204, 0.202, 0.167, 0.226, 0.232, 0.245], "homo_ev": -8.665, "smiles": "COCCCNCCCOc1ccc(Cl)cc1Br"}


(2)
{"formula": "C13H19Cl5OPPtS5", "method": "the ωB97M-V functional and the def2-TZVPD basis", "elements": ["Pt", "Cl", "C", "C", "C", "Cl", "C", "Cl", "C", "Cl", "C", "Cl", "S", "S", "S", "S", "C", "C", "S", "O", "C", "C", "H", "H", "H", "H", "H", "H", "H", "H", "H", "H", "C", "P", "C", "C", "H", "H", "H", "H", "H", "H", "H", "H", "H"], "positions_angstrom": [[0.65144, -0.57014, -0.00411], [2.58648, -2.22191, 2.24170], [2.15834, -0.60311, 2.64250], [1.40189, 0.16015, 1.74809], [1.01277, 1.43300, 2.18371], [0.06924, 2.42840, 1.14307], [1.36119, 1.93003, 3.43668], [0.82647, 3.48062, 3.92599], [2.14177, 1.15575, 4.28914], [2.58302, 1.75406, 5.82897], [2.54553, -0.11432, 3.88980], [3.49586, -1.08002, 4.93843], [-1.55549, -0.60943, 0.99479], [-1.01399, -2.10078, 2.08018], [-0.08432, -3.75077, -1.22912], [-0.29750, -1.95451, -1.84378], [-2.20096, 4.30536, -2.40666], [-2.09120, 2.79800, -2.22318], [-0.34425, 2.28130, -2.16977], [-0.37554, 0.80746, -1.83865], [0.01676, 2.35416, -3.97106], [-0.56224, 1.17653, -4.73484], [-3.22967, 4.62326, -2.24518], [-1.91730, 4.61501, -3.41194], [-1.56641, 4.83536, -1.69515], [-2.58228, 2.23840, -3.01845], [-2.50023, 2.48160, -1.26325], [1.10441, 2.38450, -4.03363], [-0.37400, 3.31041, -4.31733], [-0.45803, 0.26071, -4.15388], [-0.03240, 1.04720, -5.67726], [-1.61825, 1.32004, -4.95856], [2.80902, -0.09748, -2.54288], [2.80143, -0.81784, -0.86875], [3.36882, -2.51691, -1.18568], [4.21264, 0.03739, -0.09561], [3.81153, -0.16825, -2.96726], [2.51506, 0.94934, -2.47489], [2.10459, -0.62349, -3.18618], [4.38728, -2.47133, -1.57331], [2.73056, -2.99127, -1.92792], [3.35968, -3.11303, -0.27961], [5.12795, -0.49505, -0.35245], [4.12498, 0.09084, 0.98558], [4.26552, 1.05166, -0.49028]], "nbo_charge": [0.470, 0.031, -0.030, -0.253, -0.128, 0.038, -0.073, 0.087, -0.083, 0.095, -0.122, 0.086, 0.007, 0.147, 0.145, 0.014, -0.630, -0.588, 1.243, -1.063, -0.581, -0.633, 0.242, 0.214, 0.224, 0.232, 0.241, 0.229, 0.238, 0.228, 0.235, 0.219, -0.958, 1.111, -0.958, -0.953, 0.247, 0.243, 0.251, 0.249, 0.251, 0.263, 0.252, 0.261, 0.256], "homo_ev": [-11.505, -11.539], "charge": 1, "multiplicity": 5}


(3)
{"formula": "C13H19ClMnN2O2S", "method": "the ωB97M-V functional and the def2-TZVPD basis", "elements": ["Cl", "C", "C", "C", "H", "C", "C", "H", "H", "H", "C", "Mn", "C", "O", "C", "O", "H", "H", "H", "C", "N", "C", "C", "S", "N", "C", "C", "H", "H", "H", "H", "H", "H", "H", "H", "H", "H", "H", "H"], "positions_angstrom": [[0.66609, 3.74370, -0.33834], [-1.82459, -0.73661, -1.04977], [-1.08310, -1.97895, -1.12304], [0.15505, -1.71505, -1.78149], [-1.43019, -2.94329, -0.74178], [0.18399, -0.32381, -2.19319], [-1.03428, 0.27738, -1.72218], [-1.25995, 1.34230, -1.85796], [-2.84886, -0.64219, -0.68955], [0.92854, -2.44700, -1.97480], [1.18882, 0.30110, -3.10381], [-0.01419, -0.38056, -0.14907], [1.54627, 0.71625, -0.08688], [2.65954, 1.01160, 0.07015], [-0.86272, 1.04478, 0.76202], [-1.23978, 1.61589, 1.69642], [2.20450, 0.05823, -2.79070], [1.07205, 1.38462, -3.05099], [1.08982, -0.01669, -4.15203], [-2.16498, -1.93001, 2.54804], [-1.14658, -1.39899, 3.44407], [-1.64032, -0.62475, 4.58571], [0.13505, -1.27369, 3.06913], [0.61760, -1.66701, 1.43402], [1.08782, -0.94489, 3.96348], [1.05735, -1.48064, 5.33132], [2.40685, -0.52941, 3.50088], [-3.00539, -2.24511, 3.17236], [-1.76455, -2.78630, 2.00154], [-2.50463, -1.16777, 1.83413], [-1.45284, -1.14238, 5.52933], [-1.19189, 0.37361, 4.62030], [-2.71567, -0.52299, 4.45958], [2.01659, -1.95797, 5.53945], [0.90920, -0.68445, 6.06637], [0.27439, -2.22729, 5.43980], [2.87195, -1.33143, 2.91969], [2.33691, 0.36524, 2.87639], [3.00824, -0.31296, 4.38459]], "nbo_charge": [0.039, -0.230, -0.138, -0.221, 0.289, 0.015, -0.231, 0.289, 0.288, 0.290, -0.650, 0.039, 0.692, -0.369, 0.702, -0.385, 0.246, 0.239, 0.284, -0.409, -0.372, -0.424, 0.415, 0.054, -0.380, -0.420, -0.416, 0.249, 0.230, 0.195, 0.234, 0.228, 0.239, 0.242, 0.235, 0.224, 0.227, 0.210, 0.248], "homo_ev": [-16.058, -16.119], "charge": 2, "multiplicity": 4}


(4)
{"formula": "C13H19ClN2O3Ti", "method": "the ωB97M-V functional and the def2-TZVPD basis", "elements": ["Cl", "C", "C", "C", "H", "C", "C", "H", "H", "H", "C", "Ti", "C", "O", "C", "O", "H", "H", "H", "C", "N", "C", "C", "O", "N", "C", "C", "H", "H", "H", "H", "H", "H", "H", "H", "H", "H", "H", "H"], "positions_angstrom": [[-1.63429, 3.21082, -2.79221], [-0.85762, -1.20885, -2.23644], [0.55037, -1.39836, -2.04945], [1.24173, -0.40594, -2.81690], [1.02009, -2.21040, -1.50062], [0.26714, 0.37397, -3.53084], [-1.03947, -0.10967, -3.14353], [-1.98333, 0.25183, -3.54457], [-1.64498, -1.83474, -1.82361], [2.31566, -0.24740, -2.88392], [0.58963, 1.40727, -4.55010], [-0.03818, 0.68804, -1.24403], [1.65040, 1.78708, -0.82211], [2.58589, 2.36840, -0.42774], [-1.54323, 2.28703, -1.20698], [-2.18647, 2.66546, -0.25377], [1.54238, 1.89455, -4.32034], [-0.17624, 2.18533, -4.60115], [0.67802, 0.95801, -5.54896], [2.10920, -1.09724, 1.06905], [1.04045, -0.93284, 2.05307], [1.48245, -1.23509, 3.40329], [-0.16644, -0.45174, 1.72251], [-0.36300, -0.08660, 0.48430], [-1.21433, -0.28402, 2.54241], [-1.35586, -0.59109, 3.96049], [-2.42831, 0.25498, 1.95059], [2.53988, -2.10067, 1.20348], [2.90071, -0.35023, 1.23437], [1.74930, -1.00993, 0.04200], [1.38239, -0.36935, 4.06891], [0.96246, -2.11077, 3.80964], [2.54462, -1.48692, 3.34133], [-1.67245, 0.32257, 4.47956], [-2.14421, -1.34485, 4.08669], [-0.44452, -0.95710, 4.41886], [-2.28042, 1.26665, 1.55958], [-2.78891, -0.38120, 1.13433], [-3.19051, 0.28301, 2.73285]], "nbo_charge": [-0.041, -0.220, -0.263, -0.302, 0.281, 0.005, -0.296, 0.301, 0.288, 0.283, -0.667, 1.290, 0.547, -0.251, 0.246, -0.438, 0.239, 0.266, 0.287, -0.408, -0.392, -0.426, 0.811, -0.707, -0.358, -0.420, -0.423, 0.246, 0.220, 0.196, 0.230, 0.232, 0.242, 0.236, 0.234, 0.229, 0.240, 0.214, 0.244], "homo_ev": [-15.991, -15.991], "charge": 2}


(5)
{"formula": "C13H19ClN2O3Ti", "method": "the ωB97M-V functional and the def2-TZVPD basis", "elements": ["Cl", "C", "C", "C", "H", "C", "C", "H", "H", "H", "C", "Ti", "C", "O", "C", "O", "H", "H", "H", "C", "N", "C", "C", "O", "N", "C", "C", "H", "H", "H", "H", "H", "H", "H", "H", "H", "H", "H", "H"], "positions_angstrom": [[-1.90789, -0.92134, -3.54481], [0.24016, 2.04110, -1.66103], [-0.53885, 2.37005, -0.48653], [-1.91969, 2.24740, -0.82240], [-0.15838, 2.83837, 0.42423], [-2.04004, 1.90369, -2.20518], [-0.69130, 1.74931, -2.71874], [-0.45660, 1.54153, -3.75688], [1.31614, 2.18131, -1.78215], [-2.77773, 2.45476, -0.18799], [-3.31761, 1.79427, -2.97036], [-0.97011, 0.12714, -1.20170], [-2.57724, -0.58462, -0.17488], [-3.40628, -1.05865, 0.48942], [-0.49944, -1.53637, -2.41867], [0.06022, -2.58942, -2.61124], [-4.12495, 1.36387, -2.36280], [-3.20862, 1.16876, -3.86247], [-3.65404, 2.77357, -3.34224], [-0.43002, 0.56859, 2.51288], [0.70425, -0.31923, 2.36177], [1.22164, -0.82841, 3.61772], [1.11055, -0.71948, 1.14901], [0.41664, -0.33130, 0.12229], [2.19537, -1.47123, 0.88806], [3.11622, -2.12595, 1.81744], [2.50521, -1.75045, -0.51408], [-0.23407, 1.23670, 3.36007], [-1.33485, -0.00566, 2.74530], [-0.60027, 1.17762, 1.62804], [1.12693, -1.92393, 3.70332], [2.24677, -0.49379, 3.86093], [0.57625, -0.42199, 4.39567], [3.12405, -3.20906, 1.64280], [4.13807, -1.78175, 1.62316], [2.90816, -1.97151, 2.87002], [1.72201, -2.31450, -1.02752], [2.70684, -0.82468, -1.06138], [3.41249, -2.35472, -0.49905]], "nbo_charge": [-0.030, -0.215, -0.225, -0.266, 0.285, 0.001, -0.299, 0.297, 0.293, 0.283, -0.660, 1.074, 0.573, -0.258, 0.326, -0.391, 0.243, 0.255, 0.288, -0.407, -0.392, -0.431, 0.818, -0.692, -0.369, -0.426, -0.416, 0.245, 0.210, 0.201, 0.229, 0.234, 0.240, 0.232, 0.232, 0.234, 0.229, 0.212, 0.243], "homo_ev": [-15.837, -15.837], "charge": 2}


(6)
{"formula": "C13H19FN2O8P2Rh", "method": "the ωB97M-V functional and the def2-TZVPD basis", "elements": ["Rh", "C", "C", "O", "P", "O", "O", "O", "P", "O", "O", "O", "H", "H", "H", "H", "H", "H", "H", "N", "C", "N", "C", "C", "O", "C", "C", "H", "H", "H", "H", "H", "H", "H", "H", "F", "C", "C", "C", "C", "C", "C", "H", "H", "H", "H"], "positions_angstrom": [[-0.45161, 0.11364, -1.09420], [-0.78962, -3.78759, -2.69069], [-1.94112, -2.85233, -2.34773], [-3.20955, -3.48992, -2.34317], [-1.94325, -1.36006, -3.40455], [-1.87342, -1.88932, -4.87708], [-3.34185, -0.65940, -3.29618], [-0.77043, -0.47973, -3.04759], [-1.79251, -2.12382, -0.66155], [-2.15934, -3.26844, 0.34642], [-2.62729, -0.86832, -0.63222], [-0.30738, -1.76168, -0.44379], [-0.93734, -4.21371, -3.68442], [-0.74941, -4.59737, -1.96218], [0.16169, -3.25728, -2.67794], [-3.31941, -4.01368, -3.14691], [-2.09310, -1.27306, -5.58914], [-3.55274, -0.48043, -2.35567], [-2.97707, -3.73967, 0.12512], [-0.19056, 0.78138, 0.74662], [-0.02830, 1.02157, 1.86342], [0.15212, 1.29172, 3.11675], [-0.95036, 1.23894, 4.09436], [-0.96893, 2.54744, 4.86581], [0.29862, 2.80457, 5.43550], [1.28991, 2.97696, 4.44285], [1.46860, 1.69846, 3.64235], [-0.76586, 0.40290, 4.77175], [-1.88694, 1.07186, 3.56554], [-1.68251, 2.48802, 5.68529], [-1.25957, 3.37098, 4.20130], [2.21600, 3.23009, 4.95520], [1.01695, 3.80329, 3.77438], [1.84157, 0.89865, 4.28515], [2.15542, 1.83942, 2.80937], [5.14950, 2.07209, -1.99173], [3.91877, 1.56647, -1.81890], [3.76157, 0.49197, -0.96434], [2.49009, -0.02616, -0.76615], [1.42434, 0.53437, -1.44839], [1.59536, 1.59210, -2.33622], [2.86544, 2.13393, -2.50758], [4.62894, 0.08137, -0.46517], [2.33636, -0.85887, -0.09138], [0.75668, 1.98716, -2.90180], [3.04156, 2.96153, -3.18049]], "nbo_charge": [1.104, -0.648, -0.476, -0.720, 2.385, -0.974, -0.977, -1.074, 2.359, -0.961, -1.147, -0.946, 0.232, 0.242, 0.254, 0.494, 0.541, 0.553, 0.537, -0.465, 0.632, -0.448, -0.231, -0.083, -0.504, -0.083, -0.232, 0.216, 0.229, 0.219, 0.175, 0.219, 0.175, 0.216, 0.230, -0.311, 0.392, -0.251, -0.258, -0.035, -0.273, -0.256, 0.240, 0.237, 0.228, 0.244], "homo_ev": -11.606, "charge": 1}


Taking the records one at a time from the top gives relative energy (zero: lowest compared OMol25 entry of this formula, charge and spin) values of 17.3 4.9 0.0 0.0 0.6 0.0 kcal/mol.